(1)
C19H28IrNPTe | the ωB97M-V functional and the def2-TZVPD basis

Each line ends with the natural charge from an NBO analysis.
Geometry (Å):
C  0.473  3.205  -3.639  -0.14
C  -0.803  2.763  -3.324  -0.21
C  -1.008  1.818  -2.313  -0.05
C  0.096  1.382  -1.587  -0.32
C  1.390  1.780  -1.916  0.05
C  1.575  2.715  -2.936  -0.21
C  -2.388  1.301  -2.068  -0.45
C  -2.429  -0.191  -1.722  -0.26
N  -2.603  -1.036  -2.861  0.04
Ir  -0.071  -0.069  -0.091  0.27
C  2.536  1.103  -1.242  -0.75
P  1.946  -0.645  -0.901  1.09
H  -1.676  3.114  -3.877  0.23
H  2.584  3.021  -3.203  0.24
H  0.617  3.926  -4.455  0.25
H  2.794  1.544  -0.273  0.26
H  3.436  1.081  -1.866  0.25
H  -2.857  1.856  -1.252  0.25
H  -2.983  1.469  -2.970  0.25
H  -1.486  -0.545  -1.120  0.09
C  3.334  -1.433  -0.068  -0.97
C  2.043  -1.336  -2.593  -0.96
H  -3.304  -0.379  -1.069  0.24
C  -1.514  -1.118  -3.799  -0.48
C  -3.220  -2.310  -2.590  -0.47
H  0.340  -0.790  1.317  0.03
H  -1.846  -1.717  -4.660  0.26
H  -1.200  -0.122  -4.146  0.26
H  -0.633  -1.638  -3.371  0.26
H  -3.447  -2.825  -3.534  0.26
H  -2.559  -2.971  -1.998  0.27
H  -4.152  -2.163  -2.030  0.26
H  3.068  -1.289  -2.984  0.27
H  1.739  -2.387  -2.558  0.25
H  1.402  -0.805  -3.306  0.25
H  4.262  -1.340  -0.647  0.27
H  3.489  -0.992  0.921  0.27
H  3.101  -2.497  0.038  0.26
H  -0.335  -1.465  0.750  -0.10
Te  -1.686  1.015  1.586  0.76
C  -1.008  0.746  3.551  -0.31
C  -1.892  0.816  4.650  -0.21
C  -1.389  0.546  5.927  -0.18
C  -0.032  0.204  6.095  -0.13
C  0.833  0.155  4.991  -0.19
C  0.360  0.465  3.711  -0.23
H  -2.942  1.071  4.470  0.24
H  -2.046  0.595  6.796  0.25
H  0.356  -0.016  7.081  0.25
H  1.879  -0.117  5.106  0.24
H  0.990  0.453  2.826  0.21

Computed properties:
Energy above the lowest of the compared OMol25 structures with the same formula, charge and spin, eV: 0.271
Net charge: +2
LUMO (spin up / spin down), eV: -5.18 / -9.88
HOMO level (spin up / spin down), eV: -11.11 / -14.72
Largest force on an atom, eV Å⁻¹: 3.19
Calculated total energy, hartree: -1508.4147
Spin multiplicity: 6



(2)
C19H28N2O3S2 | the ωB97M-V functional and the def2-TZVPD basis

Each line ends with the natural charge from an NBO analysis.
Geometry (Å):
C  -3.141  2.523  0.927  -0.75
S  -2.584  0.826  1.172  0.23
C  -0.839  0.991  0.712  -0.26
C  -0.711  1.679  -0.638  0.68
O  -0.394  2.858  -0.697  -0.63
N  -1.020  0.975  -1.748  -0.44
C  -1.439  -0.417  -1.855  -0.22
C  -2.421  -0.371  -3.019  -0.23
C  -3.811  0.128  -2.578  -0.54
S  -4.263  1.588  -3.573  0.18
C  -2.927  1.312  -4.758  -0.52
C  -1.787  0.661  -3.983  -0.06
C  -0.779  0.011  -4.927  -0.60
C  -1.093  1.660  -3.037  -0.22
C  0.058  1.614  1.814  -0.19
N  0.663  0.297  2.002  -0.43
C  1.270  -0.175  3.108  0.66
O  1.587  0.552  4.034  -0.62
C  1.461  -1.696  3.143  0.01
C  2.544  -2.102  4.129  -0.42
C  3.760  -1.982  3.238  -0.10
C  4.651  -0.778  3.336  -0.40
C  5.168  -2.147  3.701  -0.41
C  3.278  -2.472  1.895  -0.05
O  1.865  -2.208  1.873  -0.54
C  -0.086  -0.351  0.932  -0.20
H  -4.165  2.563  1.295  0.23
H  -2.529  3.220  1.496  0.23
H  -3.127  2.800  -0.126  0.23
H  -0.586  -1.067  -2.076  0.19
H  -1.906  -0.765  -0.936  0.23
H  -2.511  -1.344  -3.504  0.22
H  -4.561  -0.650  -2.713  0.22
H  -3.811  0.418  -1.528  0.23
H  -3.261  0.657  -5.564  0.21
H  -2.633  2.269  -5.192  0.23
H  -0.327  0.761  -5.579  0.22
H  0.028  -0.471  -4.371  0.21
H  -1.260  -0.742  -5.553  0.21
H  -1.661  2.584  -2.914  0.23
H  -0.095  1.932  -3.390  0.21
H  0.748  2.370  1.445  0.22
H  -0.473  1.979  2.692  0.21
H  0.487  -2.136  3.381  0.20
H  2.576  -1.454  5.001  0.25
H  2.391  -3.139  4.440  0.21
H  5.006  -0.337  2.413  0.21
H  4.448  -0.072  4.129  0.23
H  5.332  -2.368  4.747  0.22
H  5.871  -2.618  3.026  0.21
H  3.760  -1.958  1.060  0.18
H  3.420  -3.550  1.775  0.17
H  -0.707  -1.193  1.247  0.21
H  0.537  -0.667  0.095  0.21

Computed properties:
Energy above the lowest of the compared OMol25 structures with the same formula, charge and spin, eV: 0.983
SMILES: CSC1(C(=O)N2C[C@H]3CSC[C@@]3(C)C2)CN(C(=O)[C@@H]2CC3(CC3)CO2)C1
LUMO, eV: 0.49
HOMO level, eV: -8.67
Largest force on an atom, eV Å⁻¹: 0.19
Calculated total energy, hartree: -1872.3881



(3)
C19H28N4O3S2 | the ωB97M-V functional and the def2-TZVPD basis

Each line ends with the natural charge from an NBO analysis.
Geometry (Å):
C  -3.955  -3.151  -0.879  -0.61
H  -4.443  -2.606  -1.684  0.20
H  -4.727  -3.535  -0.217  0.21
H  -3.425  -3.997  -1.310  0.20
C  -2.986  -2.262  -0.100  -0.21
C  -2.374  -3.040  1.063  -0.61
H  -1.698  -2.401  1.626  0.24
H  -3.151  -3.403  1.732  0.20
H  -1.814  -3.895  0.691  0.20
C  -1.862  -1.724  -0.994  -0.42
H  -1.413  -2.556  -1.540  0.20
C  -2.313  -0.661  -1.999  -0.23
N  -2.570  0.611  -1.361  -0.60
C  -1.773  1.685  -1.465  0.72
O  -0.814  1.722  -2.226  -0.69
C  -2.216  2.902  -0.648  -0.31
C  -2.666  2.564  0.776  -0.39
C  -1.514  1.945  1.559  -0.42
H  -1.192  1.022  1.078  0.23
C  -0.336  2.914  1.649  -0.23
C  0.086  3.379  0.251  -0.41
C  -1.085  3.931  -0.559  -0.39
H  -0.738  4.178  -1.563  0.23
H  -1.471  4.841  -0.094  0.20
H  0.501  2.544  -0.312  0.21
H  0.861  4.143  0.340  0.21
C  0.850  2.289  2.407  -0.21
N  1.494  1.185  1.721  -0.89
S  1.169  -0.386  2.162  2.32
O  -0.220  -0.746  2.005  -0.96
O  1.743  -0.630  3.451  -0.93
C  2.064  -1.241  0.875  -0.35
C  2.900  -2.296  1.110  -0.16
C  3.490  -3.003  0.044  -0.21
C  3.241  -2.678  -1.265  -0.17
C  2.386  -1.598  -1.536  0.07
N  2.009  -1.092  -2.714  -0.62
S  1.015  0.147  -2.476  1.10
N  1.011  0.123  -0.872  -0.72
C  1.795  -0.872  -0.446  0.17
H  3.683  -3.225  -2.082  0.23
H  4.149  -3.827  0.273  0.23
H  3.098  -2.577  2.133  0.25
H  1.381  1.247  0.717  0.42
H  0.524  1.912  3.379  0.21
H  1.614  3.058  2.577  0.20
H  -0.653  3.792  2.226  0.20
H  -1.846  1.683  2.566  0.22
H  -3.532  1.899  0.787  0.19
H  -2.978  3.493  1.262  0.21
H  -3.056  3.345  -1.200  0.23
H  -3.302  0.613  -0.670  0.40
H  -3.223  -0.980  -2.516  0.20
H  -1.535  -0.491  -2.747  0.22
H  -1.095  -1.290  -0.349  0.23
H  -3.544  -1.417  0.317  0.18

Computed properties:
Energy above the lowest of the compared OMol25 structures with the same formula, charge and spin, eV: 0.747
LUMO, eV: -0.87
HOMO level, eV: -9.30
Largest force on an atom, eV Å⁻¹: 1.52
Calculated total energy, hartree: -1981.9491



(4)
C19H28N4O5S | the ωB97M-V functional and the def2-TZVPD basis

Each line ends with the natural charge from an NBO analysis.
Geometry (Å):
O  -4.689  -2.191  0.010  -0.64
C  -3.577  -1.738  -0.174  0.70
N  -3.339  -0.644  -0.926  -0.63
C  -4.411  0.143  -1.502  -0.25
C  -4.727  1.337  -0.642  -0.07
C  -5.355  1.169  0.589  -0.17
C  -5.605  2.282  1.373  -0.25
C  -5.214  3.524  0.895  0.03
N  -4.612  3.695  -0.269  -0.41
C  -4.375  2.629  -1.013  0.03
C  -2.316  -2.375  0.411  -0.31
C  -1.642  -1.387  1.375  -0.42
C  -0.233  -1.839  1.758  -0.23
N  0.572  -2.190  0.605  -0.68
S  1.060  -0.885  -0.323  2.45
O  -0.005  0.039  -0.605  -0.98
O  1.758  -1.423  -1.450  -0.95
N  2.059  -0.164  0.797  -0.68
C  2.280  1.256  0.613  -0.23
C  3.295  1.534  -0.494  -0.47
C  4.615  0.813  -0.176  0.55
C  4.344  -0.688  -0.006  -0.47
C  3.271  -0.910  1.060  -0.24
O  5.565  0.991  -1.210  -0.52
C  6.517  1.935  -0.774  -0.09
C  6.509  1.740  0.743  -0.09
O  5.174  1.372  1.008  -0.55
C  -0.027  -3.254  -0.180  -0.23
C  -1.386  -2.824  -0.725  -0.42
H  -2.404  -0.265  -0.981  0.42
H  -4.122  0.459  -2.508  0.21
H  -5.283  -0.515  -1.559  0.24
H  -5.640  0.179  0.913  0.23
H  -6.095  2.189  2.330  0.22
H  -5.388  4.426  1.467  0.19
H  -3.881  2.820  -1.957  0.19
H  -2.632  -3.261  0.973  0.23
H  -2.251  -1.289  2.276  0.22
H  -1.561  -0.404  0.912  0.23
H  -0.272  -2.723  2.403  0.20
H  0.294  -1.039  2.280  0.23
H  2.649  1.661  1.560  0.21
H  1.314  1.699  0.371  0.24
H  3.476  2.607  -0.576  0.22
H  2.922  1.156  -1.446  0.23
H  5.268  -1.191  0.283  0.22
H  4.005  -1.082  -0.964  0.25
H  3.650  -0.587  2.034  0.21
H  2.989  -1.962  1.106  0.23
H  6.205  2.953  -1.043  0.17
H  7.471  1.702  -1.245  0.20
H  7.193  0.934  1.040  0.17
H  6.737  2.646  1.307  0.19
H  -0.118  -4.133  0.466  0.20
H  0.662  -3.474  -0.995  0.24
H  -1.851  -3.649  -1.269  0.22
H  -1.213  -2.006  -1.425  0.21

Computed properties:
Energy above the lowest of the compared OMol25 structures with the same formula, charge and spin, eV: 1.644
SMILES: O=C(NCc1cccnc1)C1CCN(S(=O)(=O)N2CCC3(CC2)OCCO3)CC1
LUMO, eV: 0.70
HOMO level, eV: -9.27
Largest force on an atom, eV Å⁻¹: 1.18
Calculated total energy, hartree: -1734.2337